No. 1
The following is a quantum chemistry calculation of a cluster of 11 separate species, C41H65F4NO18 in total, from the Open Molecules 2025 dataset.

Geometry as XYZ:
```
129
Properties=species:S:1:pos:R:3:forces:R:3:mulliken_charge:R:1
O 0.54846 -6.66206 -3.83083 0.2588 1.4389 -2.4619 -0.528
C 0.69480 -5.79361 -4.66754 -1.0861 -0.2123 1.9636 0.706
O -0.23649 -5.30779 -5.53624 -0.5506 0.0916 0.3548 -0.350
C 0.25882 -4.10316 -6.15200 0.9338 -0.6802 -1.1149 -0.466
C 1.43775 -3.72425 -5.29324 0.1792 -1.5440 -1.8725 0.236
F 1.05509 -2.83689 -4.39736 -0.2736 0.8512 2.0170 -0.183
O 1.78895 -5.00166 -4.74851 0.9194 1.1895 0.4631 -0.342
H 0.62398 -4.39090 -7.13788 0.0539 -0.0429 -0.1159 0.405
H -0.40475 -3.25671 -6.32894 -0.6550 -0.5121 0.7405 0.250
H 2.26935 -3.27618 -5.83709 0.2250 -0.4975 0.0508 0.331
O 5.07149 6.67141 2.09246 -0.2741 -0.8160 -3.6275 -0.611
C 4.82673 6.20424 0.96608 0.0433 1.4609 6.3053 0.570
O 3.74191 5.45748 0.78605 -0.3470 0.1553 1.7307 -0.224
C 3.89484 4.74294 -0.35316 -0.3796 -1.1971 -3.5014 0.113
C 4.92712 5.56720 -1.14674 0.0209 -0.8064 0.4678 0.270
F 4.34343 6.43731 -1.98621 -0.4897 0.7862 -0.5505 -0.315
O 5.56162 6.30448 -0.10308 0.8110 -0.1906 -1.7689 -0.329
H 4.18829 3.69470 -0.29699 0.4824 0.1208 0.9510 -0.076
H 2.93054 4.66717 -0.85564 0.0229 0.4107 -0.3182 0.292
H 5.65890 5.01334 -1.73482 0.1079 -0.0217 0.3753 0.336
O -4.70231 -1.79841 -0.90865 1.4707 2.8221 1.3381 -0.551
C -4.53850 -0.93525 -0.05372 -0.9216 -1.8283 -1.5561 0.360
O -5.15732 -1.06435 1.11651 0.0138 -0.3548 0.0703 -0.358
C -5.04186 0.12968 1.82049 -1.8039 1.0775 1.2606 -0.829
C -3.90746 0.85493 1.20375 -0.7075 -0.0502 -0.0025 0.969
F -2.81876 0.52527 1.90428 2.0583 -0.2035 0.3976 -0.103
O -3.84562 0.28273 -0.08680 -0.2986 -1.2225 -0.3443 0.075
H -5.93450 0.74330 1.69900 -0.3677 -0.1475 -0.2659 0.373
H -4.98491 -0.04645 2.89466 0.5480 -0.1260 -0.1506 0.372
H -4.00813 1.94024 1.21078 0.1053 -0.1073 -0.6712 -0.227
O 2.29449 2.00631 -0.22220 -2.1312 -1.1802 -1.5415 -0.547
C 1.37148 1.33104 -0.66259 2.0888 0.7642 2.0838 -0.088
O 0.25623 1.06615 0.01265 0.0954 0.9021 1.1785 0.295
C -0.42223 -0.00399 -0.57395 -0.5309 -1.1926 0.1786 0.890
C 0.13779 -0.03105 -1.97409 -1.0077 -0.1847 1.9886 1.512
F -0.68363 0.77044 -2.67166 -0.3069 0.8396 -1.7648 -0.279
O 1.37836 0.60539 -1.78417 0.6668 -0.4839 -1.7179 -0.377
H -0.18890 -0.95306 -0.09132 0.0997 0.1193 0.4160 -0.887
H -1.49759 0.15875 -0.50164 0.1678 0.0385 -0.3366 -0.434
H 0.10850 -1.05019 -2.35957 0.7699 0.2926 -0.6030 -0.314
C 2.40217 -3.09508 -1.23269 -0.5198 0.2423 -0.3552 0.030
C 2.35315 -2.48151 0.01200 0.6549 -1.2914 -0.1640 0.236
C 2.89870 -3.23441 1.05798 -0.7050 0.7484 0.0532 -0.819
N 3.34590 -4.48322 0.95756 0.2124 -0.0326 0.0242 -0.580
C 3.34742 -5.05414 -0.24102 -0.9679 0.6058 -0.8688 -0.473
C 2.89139 -4.37847 -1.38966 0.4396 -0.2338 0.8410 -0.429
H 1.95826 -2.62203 -2.09615 0.0680 0.2236 -0.1332 0.344
H 1.86287 -1.52994 0.15531 0.3000 0.0711 0.2048 0.205
H 2.84136 -2.80814 2.04864 0.2653 -0.0153 0.3050 0.703
H 3.55006 -6.11304 -0.30482 0.4623 -0.0708 0.1254 0.381
H 2.88839 -4.84577 -2.36332 -0.0198 -0.1428 0.0308 0.355
C -3.43604 -2.81880 -4.33034 -0.4172 1.8499 -1.2639 -0.720
C -3.41942 -3.88678 -3.29692 -0.4893 -1.0255 0.2031 -0.608
C -2.16346 -3.64388 -2.49761 1.1068 -0.3095 -1.2679 0.310
O -1.60443 -2.45038 -3.03118 -0.5610 2.4481 0.2873 -0.248
C -2.68522 -1.67136 -3.67855 0.6654 -0.9703 0.3748 -0.121
H -4.41390 -2.51732 -4.70586 -0.3033 -0.0637 0.4074 0.400
H -2.91001 -3.05651 -5.25494 0.3195 -0.4883 0.1274 0.181
H -3.38132 -4.84210 -3.82037 -0.3272 -0.2518 0.5021 0.347
H -4.23910 -3.80307 -2.58331 -0.3877 -0.2171 -0.4957 0.321
H -1.37009 -4.32882 -2.79683 -0.1826 -0.7130 0.7858 0.310
H -2.37671 -3.64364 -1.42868 0.3348 0.2802 0.1013 -0.667
H -2.25409 -0.93472 -4.35647 0.2789 -0.2696 -0.0441 0.481
H -3.30131 -1.11906 -2.96896 0.0482 -0.1941 0.3693 -0.149
C -0.04099 0.68210 4.57743 -0.0351 0.1440 0.1636 -0.571
C -0.55813 -0.76067 4.65938 1.5339 -0.1442 -0.2275 0.522
C 0.82699 -1.47734 4.64126 -0.5162 0.2122 0.4406 -0.750
O 1.67161 -0.69388 3.80425 0.6027 -1.9764 -0.2706 -0.319
C 1.21622 0.60343 3.70793 -1.3600 0.7367 0.2578 0.426
H 0.30803 0.98615 5.56426 -0.4794 0.1780 0.1755 0.425
H -0.73014 1.41053 4.15013 -0.1377 0.0087 0.3164 -0.031
H -1.11471 -1.07117 3.77512 -0.2213 0.1498 0.0297 -0.678
H -1.10443 -0.97424 5.57809 -0.0956 -0.0015 -0.1697 0.472
H 0.80635 -2.51542 4.30950 -0.0036 0.0664 -0.3062 0.286
H 1.25556 -1.48426 5.64344 -0.0171 -0.0019 0.2756 0.369
H 0.89181 0.80373 2.68679 0.6099 0.3400 -0.3092 -0.324
H 1.96447 1.28539 4.11183 0.1144 0.2650 -0.5319 0.250
C -0.98480 3.83119 0.91583 0.5179 -0.7862 0.6930 0.764
C -2.10567 4.63529 1.53694 -0.3080 1.0852 -0.5510 -0.729
C -1.71847 4.66917 3.01683 0.0964 -0.7455 -1.3899 -0.535
O -0.29914 4.70847 2.97228 0.4134 0.2512 1.4081 -0.464
C 0.27165 4.22314 1.76072 -1.5821 0.1186 -0.7311 -0.210
H -0.82008 3.81703 -0.16155 -0.1579 0.5387 0.0678 0.438
H -1.30329 2.81797 1.16093 0.6183 -0.4806 -0.0155 -0.537
H -3.08309 4.19744 1.33434 -0.0757 -0.0469 0.1101 0.238
H -2.13179 5.65051 1.14104 -0.0038 0.1957 0.0117 0.389
H -2.07559 3.74737 3.47600 0.1000 -0.2857 0.3318 0.166
H -2.16870 5.49680 3.56494 0.4993 0.1929 -0.0193 0.354
H 0.95641 3.38457 1.88718 -0.1052 -0.0668 0.3803 -0.029
H 0.83612 5.05099 1.33159 0.0173 0.0004 -0.2386 0.151
C -0.57740 -3.27911 1.40803 0.3246 -0.7697 -0.5603 1.419
C -1.99178 -3.25866 1.86658 -0.9591 -0.4545 1.2469 -0.092
C -1.92828 -4.23367 3.12809 0.5855 1.2736 -1.6084 -0.467
O -0.87090 -5.13071 2.81536 -0.1485 -0.9636 0.3059 -0.468
C -0.19388 -4.76126 1.65358 0.9417 1.9757 -0.7891 -0.465
H 0.05486 -2.60719 1.98844 0.0858 0.0511 0.0211 -0.392
H -0.52201 -3.02935 0.34847 0.2922 0.0474 -0.0252 -0.578
H -2.64686 -3.62970 1.07836 -0.1505 -0.1864 0.0955 0.381
H -2.30927 -2.24610 2.11559 -0.2516 -0.0407 0.2304 -0.334
H -2.83193 -4.80277 3.34631 0.0151 0.2395 0.0601 0.325
H -1.56822 -3.61616 3.95098 -0.4666 -0.0938 0.4811 0.170
H -0.41709 -5.33276 0.75265 -0.4133 -0.4746 0.1531 0.323
H 0.88961 -4.76192 1.77244 -0.0275 -0.6131 0.3765 0.239
C 5.40445 0.70781 2.69874 0.6153 1.3302 -0.3668 -0.108
C 6.06377 1.88405 3.48050 -0.5321 -0.7768 -0.0081 -0.748
C 5.63663 3.06026 2.58905 0.8711 -0.8006 0.5726 -0.250
O 5.78109 2.55062 1.27241 0.0917 0.4318 -0.7618 -0.416
C 5.68646 1.13518 1.22481 -0.6276 -0.3712 1.4677 -0.170
H 4.33565 0.82674 2.87653 -0.0948 -0.6220 0.0576 -0.213
H 5.80990 -0.25751 3.00182 -0.3229 -0.0280 -0.1955 0.448
H 7.13611 1.72205 3.58982 0.1232 0.3061 -0.3377 0.332
H 5.65546 1.86665 4.49098 -0.0669 0.4727 0.0250 0.374
H 6.27837 3.94035 2.63028 -0.2179 0.0640 0.2930 0.378
H 4.59902 3.29893 2.82252 -0.1476 0.2904 -0.1456 0.073
H 6.62745 0.69757 0.89141 -0.0452 0.0639 -0.3609 0.319
H 4.82885 0.89094 0.59795 0.2639 -0.2983 -0.3035 0.005
C -4.97373 3.06010 -3.41413 -0.7247 0.0642 0.7051 -0.657
C -3.55691 3.65193 -3.31782 0.4726 1.0213 -1.7219 -0.814
C -3.06435 3.51215 -1.89341 -1.5468 -1.2930 -0.4614 0.624
O -4.19927 2.83853 -1.30321 -0.0496 0.6802 2.7312 -0.360
C -4.98115 2.09674 -2.21498 2.3130 -0.1652 -1.2284 0.020
H -5.22163 2.70202 -4.41334 0.1477 -0.3959 0.1839 0.350
H -5.77181 3.74734 -3.13330 0.2470 0.6471 -0.3067 0.279
H -3.48913 4.68372 -3.66264 -0.4764 0.2577 0.2217 0.338
H -2.89292 3.19615 -4.05232 0.0335 -0.6295 0.1874 0.341
H -2.86904 4.45314 -1.37912 -0.2740 -0.1278 0.0872 0.322
H -2.19082 2.86464 -1.81752 0.1460 -0.0261 0.0011 -0.509
H -5.90387 1.73136 -1.76421 -0.0948 0.6261 -0.0495 0.370
H -4.36216 1.22723 -2.43610 -0.2433 -0.5989 -0.3709 -0.189
```
Forces are in eV/Å.

The value obtained for the HOMO energy is -0.34241 Eh. The total energy is -92782.058 eV. The value obtained for the lowest unoccupied orbital energy is 0.231 eV. The SMILES is O=C1OC[C@@H](F)O1.O=C1OC[C@@H](F)O1.O=C1OC[C@@H](F)O1.O=C1OC[C@@H](F)O1.c1ccncc1.C1CCOC1.C1CCOC1.C1CCOC1.C1CCOC1.C1CCOC1.C1CCOC1.

---

No. 2
The following is a quantum chemistry calculation of a structure of composition C4H7OYb, from the Open Molecules 2025 dataset.

Geometry as XYZ:
```
13
Properties=species:S:1:pos:R:3:forces:R:3:lowdin_spin:R:1
C -1.60899 -0.10090 0.64572 0.0197 0.2704 0.5891 0.046
C -0.52438 0.69649 -0.07838 -0.6449 -0.0226 -0.0129 0.078
C 0.80939 0.12921 -0.09767 -2.7339 -2.9106 0.1713 0.434
O 1.83833 0.80112 -0.17223 5.9317 1.3798 -0.1497 0.415
Yb 4.32768 0.05412 -0.09235 -2.5316 0.5941 0.1948 0.700
H -1.30389 -1.02209 1.14337 -0.0790 0.2891 -0.1375 0.001
H -0.58167 1.78468 -0.05317 -0.0089 -0.3169 -0.0101 -0.001
H -2.32869 0.50508 1.19392 0.0853 -0.2786 -0.1416 0.004
H 0.88019 -0.97828 -0.13158 -0.1151 0.4144 0.0890 0.041
C -1.61667 -0.06592 -0.82890 -0.0335 0.3400 -0.6056 0.047
H -1.31558 -0.96154 -1.37329 -0.0885 0.2743 0.1547 0.001
H -2.34088 0.56631 -1.34055 0.0698 -0.2981 0.1265 0.005
H 3.76517 -1.40829 1.18511 0.1288 0.2647 -0.2682 0.228
```
Forces are in eV/Å.

The value obtained for the HOMO energy (alpha / beta) is -0.29906 / -0.46962 Eh. The expectation value of S² is 2.026. Its total charge is +1. The calculation puts the energy above the lowest of the compared OMol25 structures with the same formula, charge and spin at 82.9 kcal/mol. The total energy is -37824.282 eV. The value obtained for the lowest unoccupied orbital energy (alpha / beta) is -5.751 / -7.904 eV. Its spin multiplicity is 3.

---

No. 3
The following is a quantum chemistry calculation of a cluster of 3 separate species, C19H32N4O2Si in total, from the Open Molecules 2025 dataset.

Geometry as XYZ:
```
58
Properties=species:S:1:pos:R:3:forces:R:3:mulliken_charge:R:1
C 0.77658 -0.21556 -3.19984 0.1548 -0.6690 1.4837 -0.787
Si -0.37502 0.67476 -1.91123 0.8978 1.9904 -4.0589 0.343
C -2.08983 0.80802 -2.75486 -0.5757 0.1548 -0.3736 -0.732
C 0.44929 2.39488 -1.61228 -0.0949 0.2297 0.2850 -1.035
N -0.36290 -0.39510 -0.44412 -0.4683 -3.5196 4.4886 0.203
C -0.99081 -1.70754 -0.59875 0.6075 -1.1986 2.7959 -0.081
C -1.04742 -2.78629 0.51600 1.8699 3.3444 0.4846 -0.777
C -0.38601 -2.46061 1.91833 -0.4829 2.0479 -2.8122 0.399
C -0.41389 -3.59514 3.02457 0.4548 -2.6828 1.8759 0.436
C 0.19704 -4.99968 2.67221 -1.8177 0.1831 3.9921 -0.445
C 0.14095 -6.13403 3.74830 -0.6326 2.7323 -0.9345 -0.259
N -0.44536 -5.96987 5.05205 0.1357 3.7574 -3.1502 -0.052
C -1.00029 -4.67854 5.44114 0.7940 0.6516 -2.6158 -0.256
C -1.00812 -3.44701 4.46444 1.4746 -3.4502 -0.8075 -0.287
C 0.23048 -1.04620 2.07037 -1.4160 -1.4799 -2.6576 -0.513
C 0.20457 -0.06383 0.83684 -0.5478 -2.5742 1.1963 -0.007
H 0.25552 -1.20620 -3.44061 0.9466 1.2200 -0.0370 0.290
H 0.95356 0.42768 -4.12900 -0.3998 -0.9585 1.4159 0.278
H 1.75078 -0.44408 -2.61354 -1.3162 0.2259 -1.2754 0.292
H -2.79092 -0.06902 -2.53347 0.7417 1.3803 -0.2415 0.320
H -2.58422 1.82465 -2.53776 0.5271 -1.7046 -0.1032 0.324
H -1.88293 0.80721 -3.89494 -0.0699 -0.0446 1.8722 0.117
H -0.24614 3.15103 -1.10543 1.1681 -1.0780 -0.4265 0.334
H 0.73023 2.86385 -2.63452 -0.4822 -1.1049 1.5561 0.305
H 1.41393 2.21024 -1.02542 -1.2179 0.6503 -0.7114 0.306
H -1.46482 -1.96110 -1.61736 0.9458 0.6888 1.7846 0.363
H -1.53435 -3.81485 0.32412 0.8384 2.0401 0.2245 0.367
H 0.67449 -5.27205 1.67577 -0.7453 0.6100 1.5549 0.400
H 0.58040 -7.14916 3.47927 -0.7496 1.5141 0.6382 0.373
H -0.46710 -6.77985 5.68874 -0.0176 0.6577 -0.2975 0.307
H -1.42972 -4.63443 6.50691 0.7461 0.0356 -1.9651 0.376
H -1.44552 -2.45810 4.82082 0.6923 -1.6299 -0.4801 0.368
H 0.72058 -0.77169 3.08506 -0.8018 -0.1762 -1.9072 0.352
H 0.68490 0.97390 0.98059 -0.9575 -1.8609 -0.5328 0.369
C -0.31728 1.93809 -6.60106 -0.5968 0.5059 -0.7180 0.046
O -0.18577 1.71033 -5.40605 -0.2424 0.1261 0.1130 -0.573
N -1.33720 2.64372 -7.15965 0.9438 -0.6628 0.4321 0.116
C -1.42297 2.87156 -8.58910 -0.1502 0.0932 0.0437 -0.918
C -2.37146 3.18535 -6.29888 0.1520 -0.0938 0.2423 -0.850
H 0.41117 1.57318 -7.34181 -0.0575 0.0473 0.0017 0.291
H -1.41431 3.94753 -8.77846 -0.0126 -0.0982 -0.1635 0.344
H -2.35561 2.44173 -8.96211 0.0954 0.0822 -0.1432 0.345
H -0.58273 2.40984 -9.10973 -0.0680 0.0300 0.1287 0.299
H -1.91490 3.86459 -5.57444 -0.1779 -0.0059 0.0069 0.283
H -2.85160 2.36631 -5.75705 -0.0931 0.1589 0.0179 0.231
H -3.11615 3.72244 -6.88676 0.1477 -0.0992 0.0075 0.378
C 1.37514 0.92404 5.68324 0.6003 0.9187 0.0648 0.117
O 1.47166 -0.25842 5.38279 -0.0192 -0.1580 -0.4259 -0.666
N 2.35715 1.85433 5.54017 -0.9991 -0.7700 0.1208 0.117
C 2.16571 3.24053 5.92103 0.1726 0.0127 -0.0238 -0.906
C 3.63659 1.44718 4.98960 -0.0396 -0.2896 0.0276 -0.886
H 0.44754 1.33805 6.10954 0.0675 0.0545 0.0187 0.338
H 2.31018 3.87366 5.04230 -0.0254 0.1128 0.1552 0.346
H 2.89980 3.50339 6.68608 -0.1165 0.1526 -0.0490 0.343
H 1.16218 3.40217 6.31755 0.1007 -0.0906 -0.0436 0.291
H 3.48151 1.03677 3.98840 0.1870 -0.0040 0.0458 0.243
H 4.06784 0.66901 5.62388 0.0950 0.0567 -0.1635 0.302
H 4.31800 2.29660 4.93645 -0.1652 -0.0621 0.0431 0.382
```
Forces are in eV/Å.

The value obtained for the HOMO energy is -0.47342 Eh. Its total charge is +2. The total energy is -38135.027 eV. The value obtained for the lowest unoccupied orbital energy is -7.743 eV.

---

Values of strongest force on any atom, in order: 6.47, 6.09, 5.72, all in eV/A.